Record 1
11
Properties=species:S:1:pos:R:3:forces:R:3 method="wB97M-V/def2-TZVPD" smiles=c1ncn2cnoc12 homo_energy_ev=-8.56
C -0.263 -1.052 -1.138 3.26 1.43 1.66
O 0.503 1.289 1.395 2.58 -3.27 -1.43
N -0.452 0.112 -0.321 -0.33 -1.49 1.43
C -1.248 1.148 0.187 -1.60 0.94 -1.15
N 1.010 -1.593 -0.869 -4.06 1.91 2.08
C 1.381 -1.018 0.360 -2.85 3.01 -2.12
H 2.345 -1.119 0.737 1.30 -0.48 0.74
H -0.865 -1.017 -2.001 -0.23 -0.82 -1.00
N -0.533 1.915 0.950 -5.37 2.09 0.57
H -2.366 1.199 0.077 1.67 0.62 -0.50
C 0.487 0.136 0.624 5.63 -3.94 -0.27

***

Record 2
8
Properties=species:S:1:pos:R:3:forces:R:3 method="wB97M-V/def2-TZVPD" smiles=N.N homo_energy_ev=-10.01
H -0.160 -0.505 -1.137 -0.54 -0.19 -0.05
H -1.625 -0.105 -1.774 0.24 -0.27 0.35
H 0.411 0.844 1.925 0.32 -0.22 -0.36
H 0.823 0.502 0.367 0.08 0.05 0.63
H 1.966 1.042 1.422 -0.41 -0.27 -0.03
N -1.171 -0.610 -1.006 0.12 -0.08 -0.45
H -1.387 -1.603 -1.134 0.14 0.49 0.07
N 1.145 0.435 1.338 0.04 0.48 -0.15

***

These records have gap between HOMO and LUMO values of 9.15; 11.10 eV, in the order they appear.
These records have E_LUMO values of 0.6; 1.1 eV, in the order they appear.
These records have molar mass values of 109.09; 34.06 Da, in the order they appear.